(1)
{"formula": "C43H60Br2CeN4O2PS2", "method": "wB97M-V/def2-TZVPD", "lumo_energy_ev": -4.0, "total_charge": 1, "homo_energy_ev": -9.33, "de_lowest_ev": 0.000, "gap_ha": 0.1963, "elements": ["Ce", "C", "C", "C", "C", "C", "C", "C", "N", "C", "C", "C", "C", "C", "C", "C", "C", "C", "C", "N", "C", "C", "C", "N", "C", "C", "C", "C", "C", "C", "C", "C", "C", "C", "C", "C", "C", "C", "N", "C", "C", "H", "H", "H", "H", "H", "H", "H", "H", "H", "H", "H", "H", "H", "H", "H", "H", "H", "H", "H", "H", "H", "H", "H", "H", "H", "H", "H", "H", "H", "H", "H", "H", "H", "H", "H", "H", "H", "H", "H", "H", "H", "H", "H", "H", "Br", "C", "Br", "H", "H", "C", "C", "C", "O", "P", "S", "S", "O", "C", "C", "C", "H", "H", "H", "H", "H", "H", "H", "H", "H", "H", "H", "H", "H", "H"], "positions_angstrom": [[0.36958, -0.41047, 0.12545], [-2.52020, 4.92523, 2.88355], [-1.04845, 4.52789, 3.04478], [-0.55473, 3.66797, 1.92259], [0.12565, 4.04674, 0.80311], [0.55716, 5.42292, 0.40307], [-0.43991, 6.11790, -0.53320], [0.29005, 2.86377, -0.00783], [-0.25701, 1.78504, 0.63514], [-0.79458, 2.24842, 1.81169], [-1.49960, 1.48098, 2.71288], [-1.88281, 0.15210, 2.57261], [-2.71840, -0.55899, 3.50247], [-3.21995, -0.00415, 4.79829], [-4.46606, 0.87486, 4.63130], [-2.97360, -1.78173, 2.94828], [-2.29663, -1.81106, 1.67726], [-2.45258, -2.80492, 0.72399], [-1.93133, -2.83207, -0.55532], [-1.00204, -1.94397, -1.04321], [-0.83226, -2.23637, -2.37334], [-0.09315, -1.47144, -3.27482], [0.38470, -0.18848, -3.09722], [0.20700, 0.56834, -1.95901], [0.80451, 1.78393, -2.18923], [0.84552, 2.83001, -1.28037], [1.36168, 1.80107, -3.52208], [1.10153, 0.58599, -4.08227], [1.44987, 0.10349, -5.45606], [0.29916, 0.26382, -6.45722], [2.02874, 2.98350, -4.14971], [1.02770, 3.99123, -4.72710], [-1.63343, -3.37630, -2.72445], [-2.32216, -3.73922, -1.60019], [-3.36918, -4.79875, -1.45798], [-4.79070, -4.23932, -1.57884], [-1.73506, -3.95428, -4.10117], [-2.68001, -3.16700, -5.01788], [-1.58532, -0.64827, 1.50132], [-3.81540, -2.88740, 3.50531], [-5.28924, -2.78575, 3.09442], [-2.86662, 5.49007, 3.74910], [-3.15520, 4.04373, 2.77413], [-2.66185, 5.54359, 1.99656], [-0.91598, 4.00298, 3.99386], [-0.43009, 5.42454, 3.10593], [1.53393, 5.36769, -0.08332], [0.69993, 6.02670, 1.30043], [-0.57324, 5.55005, -1.45635], [-0.09544, 7.11804, -0.79609], [-1.41899, 6.20891, -0.06068], [-1.84936, 1.98717, 3.60393], [-2.42604, 0.57465, 5.27609], [-3.44130, -0.83014, 5.47694], [-4.27887, 1.69388, 3.93353], [-4.76966, 1.30559, 5.58569], [-5.30303, 0.29700, 4.23889], [-3.12896, -3.61077, 0.98144], [0.05583, -1.90382, -4.25634], [1.31047, 3.74480, -1.62501], [1.74528, -0.94684, -5.40572], [2.32641, 0.64678, -5.81201], [-0.59527, -0.26298, -6.11767], [0.57528, -0.13265, -7.43439], [0.03260, 1.31433, -6.58098], [2.70041, 2.63777, -4.93654], [2.65988, 3.48164, -3.41039], [0.42602, 3.53547, -5.51436], [1.54292, 4.85378, -5.14938], [0.34171, 4.34835, -3.95603], [-3.25746, -5.29998, -0.49350], [-3.20899, -5.56579, -2.21692], [-4.96620, -3.45414, -0.84060], [-5.53241, -5.02333, -1.42653], [-4.95435, -3.80537, -2.56569], [-2.07601, -4.98768, -4.02754], [-0.74019, -3.99516, -4.55096], [-3.69158, -3.15035, -4.60977], [-2.72216, -3.61456, -6.01092], [-2.35409, -2.13028, -5.12510], [-3.73921, -2.87786, 4.59461], [-3.41389, -3.84996, 3.18035], [-5.72442, -1.84677, 3.43710], [-5.87102, -3.60359, 3.51927], [-5.39558, -2.82068, 2.00813], [0.78612, -3.04801, 1.98071], [0.38828, -2.94912, 3.87194], [0.70918, -1.27485, 4.72257], [1.04016, -3.68605, 4.32004], [-0.66011, -3.20036, 3.96273], [5.08478, 2.21079, 1.84331], [5.47422, 1.77565, 0.44901], [6.85727, 1.17170, 0.35999], [4.50406, 0.86225, -0.14465], [3.77733, -0.40161, 0.40942], [2.83662, -1.20644, -1.15257], [2.49327, 0.06550, 1.88178], [4.97605, -1.26502, 0.92483], [5.09444, -2.56299, 1.57798], [4.62486, -2.48151, 3.01392], [4.43194, -3.65534, 0.77080], [5.75881, 3.01325, 2.14568], [5.18357, 1.39481, 2.56368], [4.06077, 2.58163, 1.88092], [5.40999, 2.62624, -0.22684], [6.93092, 0.26832, 0.96492], [7.58149, 1.89818, 0.73182], [7.11238, 0.92515, -0.67005], [6.17295, -2.70898, 1.55837], [3.55762, -2.25184, 3.07288], [5.17104, -1.71203, 3.56021], [4.80292, -3.44225, 3.49863], [3.37564, -3.44152, 0.59513], [4.50404, -4.59027, 1.32668], [4.91714, -3.78531, -0.19609]], "atomic_forces_ev_per_a": [[-0.15, 0.16, 0.03], [0.01, -0.02, -0.03], [0.00, -0.03, -0.03], [0.01, 0.06, 0.11], [0.02, 0.11, -0.03], [-0.01, 0.01, -0.02], [-0.01, -0.07, 0.02], [-0.14, -0.12, 0.15], [-0.09, -0.23, -0.22], [0.15, 0.05, -0.23], [0.00, 0.02, 0.17], [0.12, -0.18, -0.04], [-0.05, 0.03, 0.09], [-0.05, 0.03, -0.03], [0.03, 0.00, -0.01], [0.00, -0.02, 0.05], [0.01, 0.14, 0.05], [-0.10, -0.09, 0.06], [0.23, 0.07, -0.18], [0.07, 0.41, 0.05], [-0.10, 0.05, 0.23], [-0.03, -0.05, -0.10], [-0.06, 0.16, 0.16], [0.03, -0.12, 0.24], [0.00, -0.30, 0.00], [0.06, 0.10, -0.05], [-0.02, 0.09, -0.10], [0.07, 0.00, -0.09], [-0.05, 0.01, 0.01], [-0.01, 0.02, 0.05], [0.00, 0.01, 0.01], [-0.02, -0.04, 0.03], [-0.01, -0.10, -0.08], [-0.05, -0.12, -0.01], [0.01, 0.00, 0.00], [0.01, 0.02, -0.01], [-0.01, 0.01, -0.03], [0.01, 0.01, 0.07], [0.11, 0.12, -0.36], [-0.08, 0.02, -0.04], [0.03, 0.01, -0.03], [0.01, 0.00, -0.01], [0.01, 0.02, 0.01], [0.00, -0.01, 0.00], [0.02, -0.01, 0.00], [-0.01, 0.01, 0.01], [0.03, 0.02, 0.00], [-0.01, 0.01, 0.00], [0.01, 0.00, 0.02], [0.01, -0.01, 0.01], [0.02, 0.00, 0.00], [0.02, -0.02, 0.00], [0.01, -0.01, 0.01], [-0.02, 0.01, 0.01], [0.00, -0.02, 0.02], [0.01, -0.02, 0.00], [0.01, 0.01, 0.00], [0.02, -0.01, 0.01], [-0.02, 0.01, 0.00], [-0.01, 0.00, -0.01], [0.02, 0.00, 0.01], [-0.01, 0.00, -0.02], [0.03, 0.01, 0.00], [0.01, 0.00, 0.02], [0.01, -0.01, 0.01], [0.00, 0.01, -0.02], [0.03, -0.01, 0.01], [0.01, 0.00, 0.01], [0.01, -0.01, 0.00], [0.02, -0.01, -0.01], [0.02, -0.01, 0.01], [-0.02, -0.01, -0.01], [0.00, -0.02, -0.01], [0.01, 0.00, 0.00], [0.00, 0.01, 0.01], [0.00, -0.02, -0.02], [0.01, -0.02, -0.01], [0.02, -0.01, 0.00], [0.01, -0.01, 0.01], [0.00, -0.03, 0.01], [-0.02, 0.00, 0.01], [0.00, -0.03, 0.02], [0.01, -0.01, 0.00], [0.01, 0.00, 0.00], [0.01, 0.01, 0.02], [0.17, -0.31, -0.24], [-0.07, -0.12, 0.03], [0.00, 0.12, -0.05], [-0.07, -0.06, 0.08], [-0.02, 0.03, 0.08], [0.05, -0.01, 0.10], [0.00, -0.06, -0.04], [0.11, 0.00, 0.09], [-0.05, 0.26, -0.31], [-0.14, -0.02, -0.05], [-0.44, 0.01, 0.23], [-0.14, 0.16, -0.06], [0.31, -0.08, 0.15], [0.01, 0.04, -0.01], [-0.16, 0.04, 0.06], [-0.15, -0.04, -0.06], [-0.01, 0.00, 0.04], [0.00, 0.02, -0.05], [0.04, 0.01, -0.04], [0.01, 0.09, 0.00], [0.00, 0.05, 0.01], [0.02, -0.02, -0.03], [-0.03, 0.00, 0.01], [0.05, -0.08, 0.06], [0.11, -0.06, -0.02], [-0.02, 0.00, -0.01], [0.03, 0.02, 0.01], [0.11, -0.05, 0.08], [0.03, -0.04, -0.03], [-0.02, 0.04, 0.00]]}



(2)
{"formula": "C43H60N10O2", "method": "wB97M-V/def2-TZVPD", "lumo_energy_ev": -0.1, "smiles": "CCCCCOC(=O)NC.c1cc[nH]c1.c1cc[nH]c1.c1cc[nH]c1.c1cc[nH]c1.c1cc[nH]c1.c1cc[nH]c1.c1cc[nH]c1.c1cc[nH]c1.c1cc[nH]c1", "homo_energy_ev": -8.02, "gap_ha": 0.2907, "elements": ["C", "C", "C", "C", "C", "O", "C", "O", "N", "C", "H", "H", "H", "H", "H", "H", "H", "H", "H", "H", "H", "H", "H", "H", "H", "C", "C", "C", "N", "C", "H", "H", "H", "H", "H", "C", "C", "C", "N", "C", "H", "H", "H", "H", "H", "C", "C", "C", "N", "C", "H", "H", "H", "H", "H", "C", "C", "C", "N", "C", "H", "H", "H", "H", "H", "C", "C", "C", "N", "C", "H", "H", "H", "H", "H", "C", "C", "C", "N", "C", "H", "H", "H", "H", "H", "C", "C", "C", "N", "C", "H", "H", "H", "H", "H", "C", "C", "C", "N", "C", "H", "H", "H", "H", "H", "C", "C", "C", "N", "C", "H", "H", "H", "H", "H"], "positions_angstrom": [[3.70161, -0.41860, 0.39983], [2.36960, -1.14540, 0.52093], [1.35820, -0.80393, -0.58050], [-0.08369, -0.69117, -0.07126], [-0.54172, 0.70063, 0.37799], [0.57690, 1.53383, 0.75316], [1.04111, 2.40027, -0.17625], [0.56623, 2.55937, -1.27066], [2.12958, 3.07596, 0.34090], [3.23155, 3.36369, -0.58544], [4.41570, -0.76835, 1.14613], [4.14808, -0.57432, -0.58595], [3.57313, 0.65977, 0.53770], [2.55643, -2.22288, 0.51221], [1.93001, -0.92494, 1.49887], [1.38870, -1.56593, -1.36140], [1.65280, 0.12557, -1.07749], [-0.78575, -1.02216, -0.84162], [-0.20501, -1.38304, 0.76698], [-1.09519, 1.22466, -0.39834], [-1.16261, 0.64915, 1.27014], [2.41201, 2.65599, 1.21615], [3.96428, 2.55156, -0.58042], [2.79106, 3.45136, -1.57620], [3.72137, 4.30273, -0.33729], [-5.12608, -1.44108, 1.69204], [-4.13108, -1.55613, 2.70092], [-3.07324, -2.23271, 2.15522], [-3.38792, -2.52718, 0.85769], [-4.63668, -2.04562, 0.56610], [-6.08720, -0.96326, 1.78104], [-4.18573, -1.18304, 3.70983], [-2.12819, -2.52562, 2.58003], [-2.79180, -3.02603, 0.22337], [-5.08203, -2.16782, -0.40667], [-7.63045, -1.92016, -3.92166], [-6.86737, -0.73655, -4.12343], [-5.60304, -0.98038, -3.66354], [-5.57222, -2.26929, -3.19781], [-6.80623, -2.84859, -3.34649], [-8.66867, -2.06227, -4.17250], [-7.21320, 0.18845, -4.55275], [-4.73081, -0.35045, -3.62601], [-4.78760, -2.70998, -2.75540], [-6.98578, -3.86253, -3.03181], [7.35512, 3.18186, 2.68291], [6.90392, 2.07852, 3.45910], [5.66209, 1.73180, 2.99807], [5.34914, 2.58348, 1.97338], [6.37318, 3.46895, 1.77358], [8.29989, 3.69336, 2.77363], [7.43429, 1.59234, 4.26100], [4.98401, 0.95457, 3.30658], [4.49978, 2.55393, 1.44293], [6.31912, 4.22258, 1.00670], [12.35373, 4.55843, 4.23134], [11.71814, 5.45114, 3.32505], [10.42233, 5.59953, 3.74188], [10.25095, 4.83120, 4.86069], [11.42194, 4.19373, 5.16611], [13.37660, 4.22254, 4.19867], [12.16140, 5.92653, 2.46619], [9.61127, 6.18149, 3.33842], [9.39341, 4.74594, 5.37507], [11.49501, 3.53845, 6.01694], [-0.21823, 2.66321, 3.79593], [-1.58847, 2.89221, 4.09975], [-1.71435, 2.85700, 5.46246], [-0.47667, 2.61551, 5.99145], [0.44104, 2.49495, 4.98444], [0.23092, 2.62904, 2.81752], [-2.38911, 3.06514, 3.39932], [-2.57559, 2.98765, 6.09473], [-0.27164, 2.54613, 6.97101], [1.48067, 2.31197, 5.19775], [-1.71213, -5.71395, -5.62945], [-0.64337, -5.01250, -5.00485], [-1.19388, -4.00712, -4.25723], [-2.55232, -4.08040, -4.40175], [-2.87814, -5.11419, -5.23501], [-1.64255, -6.55025, -6.30622], [0.41322, -5.19964, -5.10541], [-0.73396, -3.25147, -3.64371], [-3.21656, -3.46939, -3.96563], [-3.90326, -5.32850, -5.48323], [-12.93064, -1.59935, -2.04169], [-11.76771, -0.94209, -1.55289], [-10.68988, -1.71935, -1.88225], [-11.15730, -2.81897, -2.54954], [-12.52076, -2.75476, -2.65062], [-13.94978, -1.26138, -1.95577], [-11.72826, -0.00549, -1.02238], [-9.63686, -1.58423, -1.70314], [-10.58729, -3.56539, -2.90215], [-13.08113, -3.53042, -3.14355], [3.11504, -9.37110, -5.24422], [3.66751, -8.06967, -5.09225], [2.63403, -7.17566, -5.18097], [1.48198, -7.88432, -5.38168], [1.76545, -9.22139, -5.42078], [3.64759, -10.30714, -5.22636], [4.70367, -7.81972, -4.93683], [2.63080, -6.10081, -5.11964], [0.56461, -7.48639, -5.47529], [0.98841, -9.95126, -5.57014], [0.57440, 7.91567, 3.05278], [-0.63897, 7.17929, 2.96993], [-0.33243, 5.94896, 2.45146], [1.01243, 5.91436, 2.21791], [1.57381, 7.10827, 2.58244], [0.69861, 8.92168, 3.41788], [-1.61937, 7.50988, 3.26966], [-0.95208, 5.09464, 2.24550], [1.50364, 5.13165, 1.82325], [2.63044, 7.28524, 2.47495]], "atomic_forces_ev_per_a": [[0.02, -0.02, -0.11], [-0.02, -0.08, 0.18], [-0.05, 0.25, -0.15], [-0.18, -0.20, 0.06], [0.10, 0.34, 0.01], [0.02, 0.06, 0.00], [-0.24, -0.25, 0.16], [0.18, 0.00, -0.04], [0.28, -0.14, 0.02], [-0.38, 0.10, 0.00], [0.01, 0.03, 0.00], [0.00, 0.03, 0.04], [-0.04, -0.09, -0.03], [-0.04, 0.01, 0.05], [0.03, 0.04, -0.04], [0.07, -0.02, 0.01], [-0.06, -0.05, -0.01], [0.03, 0.02, 0.00], [0.00, -0.04, -0.03], [0.05, -0.08, -0.07], [-0.01, -0.05, 0.01], [-0.06, 0.05, 0.05], [0.00, 0.07, -0.18], [0.14, 0.01, -0.02], [-0.01, 0.04, 0.07], [0.03, 0.05, 0.01], [-0.01, 0.01, 0.00], [0.04, 0.04, 0.06], [0.02, -0.01, -0.10], [-0.03, -0.02, 0.00], [0.00, 0.00, 0.00], [0.00, 0.00, 0.00], [-0.01, -0.01, 0.01], [-0.01, -0.01, 0.02], [0.00, -0.01, 0.00], [-0.02, -0.01, -0.02], [-0.01, 0.00, 0.02], [-0.01, 0.00, 0.00], [0.07, -0.10, 0.03], [0.00, 0.03, -0.02], [0.01, 0.01, -0.02], [0.00, -0.01, -0.01], [0.00, 0.00, 0.01], [-0.07, 0.06, 0.09], [0.00, 0.00, 0.00], [0.05, -0.01, 0.01], [0.00, 0.00, 0.03], [0.06, 0.04, 0.00], [-0.06, -0.03, 0.06], [-0.01, 0.01, 0.02], [0.00, -0.01, -0.01], [0.01, 0.00, -0.01], [-0.01, 0.00, -0.01], [0.12, -0.01, -0.01], [0.00, -0.01, -0.01], [0.00, 0.00, -0.02], [0.01, -0.02, 0.01], [-0.03, -0.01, -0.01], [-0.03, 0.00, 0.01], [0.00, 0.00, -0.01], [0.00, 0.00, 0.00], [0.00, 0.01, 0.01], [0.01, 0.01, 0.00], [0.01, 0.00, -0.01], [0.00, 0.00, 0.00], [0.03, -0.01, 0.02], [0.01, -0.04, 0.00], [0.00, 0.00, 0.00], [0.00, -0.01, 0.03], [-0.01, 0.03, 0.00], [-0.03, -0.04, 0.02], [0.00, 0.00, 0.00], [0.00, 0.00, 0.00], [0.00, 0.01, -0.01], [-0.01, 0.00, 0.00], [0.00, 0.00, 0.00], [0.05, 0.03, -0.05], [-0.03, -0.05, 0.03], [-0.03, -0.02, 0.05], [0.03, -0.01, 0.02], [0.01, 0.01, -0.01], [-0.02, 0.01, -0.01], [0.00, 0.01, -0.01], [0.02, 0.06, -0.16], [0.00, 0.00, 0.00], [0.01, 0.01, 0.01], [-0.01, 0.00, -0.01], [0.00, 0.00, 0.03], [0.02, -0.02, -0.02], [0.00, 0.01, 0.00], [0.00, 0.00, 0.00], [0.00, 0.00, 0.00], [0.00, 0.01, -0.01], [-0.01, 0.01, 0.01], [0.00, 0.00, 0.00], [0.01, 0.02, 0.00], [0.00, -0.03, 0.00], [0.02, 0.00, 0.00], [-0.04, -0.01, -0.01], [0.00, -0.01, 0.00], [0.00, 0.00, 0.00], [0.00, 0.00, 0.00], [-0.01, 0.00, 0.00], [0.02, 0.00, 0.05], [0.00, 0.00, 0.00], [-0.03, 0.05, 0.03], [0.00, -0.03, 0.02], [-0.02, 0.05, 0.00], [0.03, 0.00, 0.00], [0.06, -0.05, -0.05], [0.00, 0.00, 0.00], [0.00, 0.00, -0.02], [-0.02, 0.01, 0.00], [-0.02, -0.01, -0.05], [0.00, -0.01, 0.00]]}